Record 1
The following is a DFT calculation (ωB97M-V with the def2-TZVPD basis set) of 15 unconnected molecules or ions with the total composition C52H90O30 in a non-equilibrium geometry.

Structure (XYZ):
```
172
Properties=species:S:1:pos:R:3
C -16.455 10.357 16.523
C -17.609 11.151 17.103
O -17.764 10.800 18.458
O -16.787 8.982 16.152
H -15.725 10.197 17.316
H -16.041 10.856 15.647
H -18.498 11.040 16.483
H -17.533 12.238 17.089
H -18.517 11.279 18.811
H -16.952 8.492 16.961
C -15.106 4.596 16.184
C -14.345 5.806 15.642
O -14.357 6.893 16.573
O -16.442 4.720 16.072
H -14.901 4.506 17.251
H -14.915 3.697 15.598
H -14.622 6.107 14.631
H -13.293 5.534 15.559
H -13.929 7.626 16.124
H -16.611 5.558 16.509
C -16.184 7.732 19.449
C -17.542 7.159 19.113
O -17.595 6.999 17.734
O -15.103 6.820 19.273
H -16.092 7.987 20.505
H -15.992 8.635 18.870
H -18.302 7.888 19.397
H -17.732 6.182 19.557
H -18.496 6.890 17.422
H -14.964 6.765 18.325
C -12.140 15.473 21.156
C -12.070 14.549 19.974
O -12.962 14.799 18.908
O -13.385 15.186 21.853
H -12.190 16.522 20.864
H -11.251 15.416 21.785
H -12.223 13.514 20.280
H -11.055 14.599 19.581
H -13.771 14.400 19.236
H -13.363 14.323 22.272
O -9.890 12.774 20.825
C -8.828 12.114 20.840
O -7.760 12.385 20.073
C -6.670 11.537 20.411
C -7.335 10.293 20.878
C -8.588 10.777 21.538
H -6.097 12.067 21.172
H -6.144 11.470 19.459
H -6.661 9.706 21.502
H -7.581 9.549 20.120
H -8.409 10.994 22.591
H -9.496 10.175 21.502
O -11.531 6.882 21.271
C -11.950 5.850 21.790
O -11.988 5.674 23.135
C -12.311 4.321 23.523
C -12.109 3.579 22.144
C -12.317 4.615 21.027
H -13.339 4.232 23.873
H -11.533 4.077 24.247
H -12.720 2.678 22.087
H -11.070 3.255 22.077
H -13.350 4.673 20.682
H -11.711 4.375 20.154
O -8.895 6.799 13.011
C -9.993 7.178 12.670
O -10.256 7.935 11.560
C -11.661 8.198 11.335
C -12.310 7.228 12.338
C -11.353 6.882 13.435
H -11.956 7.883 10.334
H -11.857 9.262 11.468
H -12.706 6.374 11.789
H -13.166 7.612 12.893
H -11.417 5.876 13.850
H -11.408 7.613 14.242
O -13.338 12.830 23.310
C -12.685 11.780 23.446
O -11.491 11.731 24.013
C -10.990 10.416 24.132
C -11.882 9.602 23.172
C -13.163 10.380 23.097
H -11.196 10.035 25.132
H -9.917 10.454 23.945
H -11.981 8.537 23.381
H -11.325 9.551 22.237
H -13.915 9.996 23.787
H -13.555 10.333 22.082
O -11.085 11.772 11.390
C -11.443 12.248 12.439
O -12.175 13.379 12.399
C -12.546 13.657 13.715
C -12.413 12.401 14.631
C -11.301 11.693 13.900
H -13.615 13.867 13.696
H -12.004 14.469 14.201
H -13.340 11.836 14.737
H -12.110 12.698 15.635
H -11.236 10.605 13.891
H -10.331 11.973 14.311
O -17.221 13.312 13.908
C -16.473 13.677 14.824
O -15.347 13.039 15.231
C -14.882 13.564 16.458
C -15.962 14.526 16.899
C -16.780 14.839 15.675
H -13.918 14.019 16.231
H -14.832 12.771 17.205
H -15.541 15.451 17.292
H -16.611 14.102 17.666
H -16.474 15.691 15.067
H -17.857 14.924 15.814
O -8.687 14.353 13.625
C -8.755 14.527 14.886
O -8.256 13.619 15.704
C -8.569 14.006 17.064
C -9.459 15.220 17.004
C -9.242 15.762 15.566
H -7.711 14.259 17.687
H -9.072 13.179 17.566
H -9.184 15.960 17.756
H -10.476 14.915 17.249
H -8.337 16.369 15.584
H -10.083 16.087 14.954
O -15.035 13.201 20.216
C -15.777 12.571 20.967
O -15.798 11.234 20.925
C -16.801 10.703 21.817
C -17.708 11.883 22.088
C -16.694 13.082 22.028
H -16.289 10.320 22.700
H -17.282 9.889 21.274
H -18.246 11.743 23.025
H -18.487 11.937 21.328
H -16.063 13.007 22.914
H -17.219 14.034 21.954
O -9.436 10.904 17.650
C -8.781 10.353 16.794
O -9.367 9.815 15.644
C -8.326 9.339 14.757
C -7.012 9.920 15.251
C -7.270 10.107 16.770
H -8.451 9.663 13.724
H -8.218 8.255 14.803
H -6.619 10.820 14.778
H -6.232 9.171 15.112
H -6.726 10.953 17.190
H -7.109 9.244 17.417
O -12.880 8.994 16.206
C -12.725 9.660 17.231
O -12.972 10.952 17.187
C -12.562 11.623 18.295
C -12.620 10.498 19.379
C -12.188 9.238 18.643
H -13.272 12.408 18.553
H -11.537 11.921 18.074
H -13.602 10.417 19.845
H -11.850 10.775 20.099
H -12.642 8.330 19.040
H -11.109 9.203 18.793
O -8.830 3.404 17.421
C -9.518 4.422 17.368
O -10.325 4.764 18.409
C -11.052 5.942 18.085
C -10.350 6.517 16.861
C -9.622 5.419 16.177
H -10.926 6.615 18.933
H -12.092 5.709 17.855
H -9.651 7.293 17.173
H -11.028 7.060 16.203
H -8.639 5.768 15.861
H -10.189 4.929 15.386
```

Values from the calculation:
F_max in eV/Å: 6.30
Total energy in eV: -116807.356
Orbital gap in eV: 9.2140

Atomic partial charges in e from the Löwdin method, atoms 1 to 5:
1 C -0.178
2 C -0.223
3 O -0.060
4 O -0.069
5 H 0.103


Record 2
The following is a DFT calculation (ωB97M-V with the def2-TZVPD basis set) of 13 unconnected molecules or ions with the total composition C52H91N13 in a non-equilibrium geometry.

Structure (XYZ):
```
156
Properties=species:S:1:pos:R:3
C -0.899 -4.874 -5.151
C -1.536 -3.481 -5.052
C -1.079 -2.629 -3.872
C 0.387 -2.521 -3.784
N 1.531 -2.455 -3.710
H 0.189 -4.803 -5.092
H -1.165 -5.347 -6.093
H -1.197 -5.511 -4.316
H -2.624 -3.511 -5.009
H -1.273 -2.954 -5.972
H -1.425 -3.026 -2.915
H -1.425 -1.602 -3.972
C -1.366 0.985 -5.224
C -0.846 2.421 -5.114
C -0.424 3.045 -6.453
C -1.417 2.799 -7.499
N -2.225 2.602 -8.290
H -0.616 0.368 -5.729
H -2.276 0.841 -5.806
H -1.535 0.611 -4.214
H -0.057 2.466 -4.365
H -1.626 3.104 -4.759
H 0.529 2.647 -6.809
H -0.320 4.126 -6.354
C -2.312 -3.783 0.715
C -1.699 -4.511 1.882
C -1.977 -3.928 3.261
C -3.292 -4.271 3.797
N -4.321 -4.521 4.242
H -2.008 -2.738 0.664
H -3.399 -3.881 0.797
H -2.019 -4.295 -0.203
H -0.605 -4.464 1.781
H -1.888 -5.586 1.892
H -1.890 -2.845 3.340
H -1.321 -4.404 3.996
C -3.283 1.567 2.870
C -3.479 0.090 3.192
C -4.121 -0.160 4.565
C -3.395 0.524 5.645
N -2.753 1.028 6.447
H -3.021 1.764 1.829
H -2.452 1.991 3.438
H -4.189 2.126 3.113
H -2.555 -0.491 3.146
H -4.165 -0.354 2.466
H -4.051 -1.215 4.843
H -5.157 0.176 4.549
C 0.508 -5.047 -1.480
C 0.963 -3.978 -0.484
C 2.483 -3.755 -0.436
C 3.230 -4.869 0.154
N 3.767 -5.758 0.641
H 0.885 -4.798 -2.473
H -0.583 -5.051 -1.454
H 0.842 -6.067 -1.287
H 0.622 -4.299 0.505
H 0.457 -3.033 -0.683
H 2.753 -2.872 0.144
H 2.793 -3.641 -1.477
C 4.955 -4.554 4.444
C 4.058 -5.756 4.151
C 2.565 -5.505 4.411
C 2.040 -4.374 3.636
N 1.718 -3.455 3.028
H 4.909 -4.255 5.495
H 4.585 -3.685 3.892
H 5.989 -4.716 4.154
H 4.348 -6.599 4.780
H 4.199 -6.061 3.115
H 2.404 -5.169 5.442
H 1.997 -6.416 4.241
C -0.257 -0.838 1.632
C -0.118 0.692 1.642
C 0.424 1.269 0.328
C -0.047 0.608 -0.889
N -0.392 0.127 -1.870
H -1.150 -1.132 1.081
H -0.250 -1.292 2.623
H 0.597 -1.296 1.125
H 0.540 1.033 2.439
H -1.115 1.120 1.736
H 1.508 1.349 0.228
H 0.027 2.283 0.215
C 0.663 8.097 -1.111
C -0.026 6.769 -0.813
C 0.441 5.579 -1.658
C 0.233 5.725 -3.102
N 0.059 5.843 -4.230
H 1.735 8.068 -0.901
H 0.260 8.896 -0.487
H 0.558 8.396 -2.155
H -1.092 6.909 -1.011
H 0.067 6.523 0.245
H -0.172 4.739 -1.318
H 1.464 5.272 -1.444
C 1.337 -0.534 7.890
C 1.591 -0.154 6.439
C 1.226 -1.273 5.456
C -0.139 -1.781 5.600
N -1.208 -2.180 5.707
H 1.890 -1.455 8.108
H 0.296 -0.798 8.082
H 1.636 0.242 8.590
H 2.649 0.074 6.317
H 0.949 0.701 6.207
H 1.894 -2.101 5.717
H 1.428 -1.016 4.419
C -3.143 4.660 -1.930
C -4.142 4.865 -0.786
C -3.464 5.500 0.443
C -2.375 4.655 0.949
N -1.537 3.996 1.378
H -2.657 5.613 -2.160
H -3.608 4.445 -2.893
H -2.433 3.894 -1.622
H -4.578 3.908 -0.491
H -4.961 5.484 -1.152
H -4.178 5.701 1.240
H -3.052 6.463 0.137
C 5.008 1.370 -4.049
C 4.345 0.203 -3.330
C 2.812 0.425 -3.268
C 2.385 1.805 -3.079
N 2.072 2.901 -2.937
H 4.526 1.551 -5.016
H 6.047 1.183 -4.333
H 5.002 2.317 -3.510
H 4.745 0.134 -2.316
H 4.615 -0.742 -3.795
H 2.350 -0.217 -2.516
H 2.353 0.052 -4.187
C -3.620 -0.252 -0.356
C -4.652 0.639 -1.023
C -4.342 0.831 -2.527
C -4.311 -0.372 -3.341
N -4.255 -1.284 -4.040
H -2.621 0.137 -0.542
H -3.749 -1.270 -0.728
H -3.719 -0.336 0.730
H -4.668 1.653 -0.622
H -5.642 0.195 -0.916
H -3.325 1.238 -2.612
H -4.964 1.625 -2.939
C 5.661 2.645 -0.121
C 4.371 2.830 0.658
C 3.969 1.681 1.578
C 4.110 0.389 0.896
N 4.270 -0.582 0.306
H 6.498 2.596 0.583
H 5.867 3.510 -0.750
H 5.699 1.724 -0.699
H 3.515 3.147 0.044
H 4.359 3.769 1.228
H 2.926 1.753 1.898
H 4.547 1.696 2.503
```

Values from the calculation:
F_max in eV/Å: 1.74
Energy above the lowest of the compared OMol25 structures with the same formula, charge and spin in kcal/mol: 20.7
Total energy in eV: -74769.663
Orbital gap in eV: 11.1880

Atomic partial charges in e from the Löwdin method, atoms 1 to 5:
1 C -0.099
2 C -0.246
3 C -0.192
4 C -0.235
5 N 0.181